[1]
{
  "formula": "C24H53F2NO16",
  "method": "ωB97M-V/def2-TZVPD",
  "de_lowest_ev": 24.6135,
  "lumo_energy_ev": 0.09,
  "gap_ha": 0.1959,
  "elements": ["N", "H", "H", "H", "H", "O", "H", "C", "C", "O", "C", "O", "O", "F", "H", "H", "H", "C", "C", "O", "C", "O", "O", "F", "H", "H", "H", "C", "O", "C", "C", "O", "C", "C", "O", "C", "H", "H", "H", "H", "H", "H", "H", "H", "H", "H", "H", "H", "H", "H", "C", "O", "C", "C", "O", "C", "C", "O", "C", "H", "H", "H", "H", "H", "H", "H", "H", "H", "H", "H", "H", "H", "H", "C", "O", "C", "C", "O", "C", "C", "O", "C", "H", "H", "H", "H", "H", "H", "H", "H", "H", "H", "H", "H", "H", "H"],
  "xyz": [[-0.435, 0.599, -0.223], [-0.227, 0.755, 0.722], [-0.649, -0.328, -0.611], [0.419, 0.591, -0.719], [-1.142, 1.293, -0.369], [0.987, -1.691, -1.510], [1.370, -2.271, -0.879], [2.185, -2.365, -2.658], [0.907, -3.010, -3.245], [0.731, -2.434, -4.484], [1.811, -1.815, -4.791], [2.223, -1.443, -5.867], [2.755, -1.904, -3.767], [-0.316, -2.760, -2.544], [2.703, -2.986, -2.080], [1.762, -1.614, -2.122], [0.796, -4.091, -3.457], [-1.440, -1.313, -3.641], [-1.125, -2.731, -4.064], [-1.357, -2.721, -5.556], [-1.554, -1.670, -5.977], [-1.813, -1.406, -7.128], [-1.720, -0.728, -5.000], [-1.648, -3.817, -3.441], [-0.858, -0.860, -3.073], [-2.410, -1.490, -3.163], [-0.125, -3.035, -3.842], [4.284, 0.869, -0.142], [4.006, 0.107, 0.956], [3.164, -1.007, 0.795], [2.890, -1.784, 2.143], [2.524, -1.042, 2.954], [2.253, -1.775, 4.146], [1.916, -0.885, 5.269], [3.037, -0.291, 5.717], [2.885, 0.590, 6.865], [4.972, 0.154, -0.878], [4.727, 1.726, 0.048], [3.367, 1.355, -0.857], [3.358, -1.671, -0.150], [2.257, -0.813, 0.365], [3.840, -2.396, 2.354], [2.237, -2.588, 2.079], [3.038, -2.293, 4.509], [1.560, -2.360, 3.994], [1.579, -1.412, 6.212], [1.242, -0.201, 4.970], [2.117, 1.524, 6.820], [3.795, 1.144, 6.836], [2.721, 0.102, 7.724], [1.808, 2.928, -2.275], [0.479, 2.634, -2.120], [-0.227, 2.531, -3.370], [-1.757, 2.852, -3.273], [-2.157, 2.396, -2.139], [-3.487, 2.891, -1.805], [-3.752, 2.335, -0.442], [-3.750, 0.867, -0.541], [-4.459, 0.200, 0.418], [2.330, 3.072, -1.401], [2.059, 3.868, -2.924], [2.309, 1.936, -2.598], [0.140, 1.435, -3.535], [0.276, 3.204, -4.253], [-2.331, 2.435, -3.752], [-1.780, 3.904, -3.410], [-4.241, 2.680, -2.643], [-3.277, 3.994, -2.022], [-4.909, 2.520, -0.203], [-2.982, 2.749, 0.330], [-3.822, 0.130, 1.251], [-4.899, -0.921, 0.096], [-5.420, 0.746, 0.707], [-1.453, -2.867, 0.250], [-1.759, -1.873, 1.076], [-1.336, -2.119, 2.446], [-1.689, -0.920, 3.266], [-1.184, 0.135, 2.807], [-1.575, 1.273, 3.571], [-0.794, 2.593, 3.153], [-0.956, 2.647, 1.753], [-0.246, 3.713, 1.300], [-0.539, -3.211, 0.581], [-1.314, -2.600, -0.764], [-1.954, -3.605, 0.452], [-0.198, -2.119, 2.388], [-1.708, -2.988, 2.724], [-1.121, -1.074, 4.295], [-2.654, -0.907, 3.177], [-1.322, 1.442, 4.603], [-2.494, 1.393, 3.312], [0.168, 2.370, 3.447], [-1.281, 3.426, 3.631], [0.706, 3.869, 1.562], [-0.935, 4.739, 1.359], [-0.116, 3.517, 0.244]]
}

[2]
{
  "formula": "C3H2CuFO",
  "method": "ωB97M-V/def2-TZVPD",
  "total_charge": -1,
  "multiplicity": 2,
  "de_lowest_ev": 0.9684,
  "lumo_energy_ev": [4.18, 4.08],
  "gap_ha": [0.2096, 0.2824],
  "s2": 0.75,
  "elements": ["H", "O", "C", "C", "C", "F", "H", "Cu"],
  "xyz": [[-0.688, 0.814, -1.290], [0.747, 0.761, 0.413], [-0.730, 0.404, -0.273], [-0.369, -0.959, 0.002], [0.899, -0.655, 0.532], [-1.817, 0.971, 0.365], [-0.955, -1.875, -0.012], [2.913, 0.539, 0.264]]
}